DFT (ωB97M-V/def2-TZVPD) results for a single C5H4ClFO molecule.

Each line ends with the Mulliken charge.
Atoms and positions in Å:
C1 -0.159 -0.413 -1.545  0.105
C2 0.592 -1.344 -0.709  0.123
C3 0.550 0.478 -0.530  -0.353
C4 0.136 0.036 0.831  0.123
C5 0.129 -1.264 0.773  -0.538
H1 0.069 -0.284 -2.689  0.312
H2 0.912 -2.335 -1.087  0.484
H3 1.099 1.538 -0.504  0.363
H4 0.195 -2.219 1.377  0.331
O1 1.650 -0.474 -0.854  -0.450
F1 -1.504 -0.257 -1.279  -0.320
Cl1 -0.555 1.437 1.667  -0.181

Output
Multiplicity: 1
ΔE to the lowest compared entry with this formula, charge and spin in eV: 3.9063
E_HOMO in Eh: -0.365
Largest force on an atom in eV/Å: 6.35

DFT (ωB97M-V/def2-TZVPD) results for a molecular structure, C5H4F15NaO17S5.

Each line ends with the Mulliken charge.
Atoms and positions in Å:
Na1 9.572 15.183 11.984  0.998
C1 7.419 16.855 6.026  0.566
F1 8.444 16.250 5.423  -0.217
F2 6.282 16.112 5.872  -0.243
F3 7.586 16.898 7.313  -0.201
S1 7.214 18.628 5.122  1.045
O1 5.798 18.909 5.492  -0.669
O2 8.230 19.586 5.669  -0.627
O3 7.409 18.365 3.682  -0.655
C2 10.405 16.048 19.883  0.563
F4 9.600 16.091 20.937  -0.225
F5 10.907 17.295 19.830  -0.241
F6 11.444 15.209 20.131  -0.227
S2 9.414 15.579 18.332  1.106
O4 10.239 15.761 17.107  -0.635
O5 9.171 14.161 18.581  -0.685
O6 8.137 16.323 18.342  -0.656
C3 11.547 21.392 14.733  0.590
F7 12.298 20.539 15.349  -0.206
F8 10.532 21.863 15.522  -0.236
F9 12.294 22.469 14.444  -0.246
S3 10.819 20.544 13.071  1.058
O7 9.509 19.989 13.427  -0.680
O8 10.543 21.651 12.121  -0.667
O9 11.655 19.469 12.614  -0.612
C4 9.151 8.548 9.430  0.568
F10 9.181 8.291 10.756  -0.233
F11 10.363 9.001 9.105  -0.209
F12 8.894 7.377 8.798  -0.239
S4 7.697 9.829 9.095  1.027
O10 6.522 9.277 9.864  -0.666
O11 8.178 11.051 9.799  -0.615
O12 7.568 9.843 7.609  -0.633
C5 16.801 14.553 10.422  0.585
F13 16.315 15.321 11.288  -0.197
F14 16.813 15.191 9.249  -0.223
F15 18.006 14.157 10.915  -0.245
S5 15.566 12.986 10.154  1.021
O13 16.017 12.192 8.990  -0.655
O14 15.558 12.225 11.419  -0.666
O15 14.271 13.649 10.005  -0.621
O16 5.299 14.821 12.967  -0.627
H1 4.952 14.524 12.126  0.326
H2 4.789 14.341 13.620  0.303
O17 12.797 17.385 7.546  -0.634
H3 13.023 16.516 7.213  0.326
H4 12.737 17.269 8.494  0.309

Output
Net charge: -4
Multiplicity: 1
ΔE to the lowest compared entry with this formula, charge and spin in eV: 1.6217
E_HOMO in Eh: -0.047
Largest force on an atom in eV/Å: 5.06

DFT (ωB97M-V/def2-TZVPD) results for a single C5H4F2S molecule.

Each line ends with the Mulliken charge.
Atoms and positions in Å:
F1 -1.226 1.329 -2.126  -0.283
C1 -0.713 0.734 -1.051  0.512
C2 0.580 0.654 -0.721  -0.693
C3 0.669 -0.096 0.580  0.194
S1 1.613 -1.664 0.501  -0.229
C4 -0.780 -0.413 0.856  0.127
F2 -1.113 -1.116 1.938  -0.265
C5 -1.602 0.073 -0.078  -0.692
H1 1.407 1.076 -1.281  0.395
H2 1.057 0.506 1.401  0.344
H3 2.789 -1.098 0.119  0.137
H4 -2.680 0.016 -0.139  0.452

Output
Multiplicity: 1
ΔE to the lowest compared entry with this formula, charge and spin in eV: 0.3544
E_HOMO in Eh: -0.329
Largest force on an atom in eV/Å: 0.51

DFT (ωB97M-V/def2-TZVPD) results for a single C5H4FNO molecule.

Each line ends with the Mulliken charge.
Atoms and positions in Å:
C1 -2.536 0.617 -0.035  -0.714
C2 -1.510 -0.230 -0.025  0.145
O1 -0.205 0.245 0.063  -0.288
C3 0.742 -0.718 0.018  0.156
C4 2.037 -0.383 -0.038  0.083
F1 2.980 -1.329 -0.025  -0.269
C5 2.523 0.985 -0.020  0.204
N1 3.065 2.014 0.011  -0.393
H1 -2.336 1.663 -0.069  0.285
H2 -3.538 0.214 -0.042  0.244
H3 -1.647 -1.306 0.031  0.172
H4 0.424 -1.771 0.130  0.375

Output
Multiplicity: 1
ΔE to the lowest compared entry with this formula, charge and spin in eV: 2.2944
E_HOMO in Eh: -0.341
Largest force on an atom in eV/Å: 1.78

DFT (ωB97M-V/def2-TZVPD) results for a molecular structure, C5H4FeO2.

Each line ends with the Mulliken spin population.
Atoms and positions in Å:
C1 -0.314 -1.577 0.081  0.023
Fe1 2.156 0.421 -0.965  4.735
O1 1.013 -1.295 -0.036  -0.014
C2 1.815 -0.526 0.902  0.216
H1 1.224 0.035 1.648  -0.009
H2 2.505 -1.242 1.380  0.001
O2 -2.437 -0.945 -0.746  -0.001
C3 -1.148 -0.569 -0.331  -0.001
C4 -0.828 0.817 -0.341  0.007
C5 -0.534 2.004 -0.416  0.058
H3 -3.038 -0.195 -0.775  0.000
H4 -0.414 3.073 -0.401  -0.015

Output
Net charge: -1
Multiplicity: 6
ΔE to the lowest compared entry with this formula, charge and spin in eV: 0.0029
E_HOMO (alpha / beta) in Eh: -0.088 / -0.094
Largest force on an atom in eV/Å: 2.50

DFT (ωB97M-V/def2-TZVPD) results for a single C5H4INO molecule.

Each line ends with the Mulliken charge.
Atoms and positions in Å:
O1 2.757 1.997 -0.504  -0.654
N1 1.795 1.256 -0.406  0.486
C1 0.587 1.582 0.017  -0.113
C2 -0.388 0.612 0.078  -0.364
C3 -0.152 -0.747 -0.001  -0.317
C4 1.039 -1.158 -0.570  -0.246
C5 2.055 -0.249 -0.794  -0.268
I1 3.829 -0.436 -1.944  0.146
H1 0.436 2.686 0.092  0.360
H2 -1.478 1.026 0.259  0.213
H3 -0.874 -1.591 0.054  0.304
H4 1.091 -2.173 -0.684  0.453

Output
Multiplicity: 1
ΔE to the lowest compared entry with this formula, charge and spin in eV: 1.9296
E_HOMO in Eh: -0.310
Largest force on an atom in eV/Å: 5.42

DFT (ωB97M-V/def2-TZVPD) results for a molecular structure, C5H4InO4.

Each line ends with the Mulliken spin population.
Atoms and positions in Å:
C1 -1.009 -3.229 0.870  0.427
C2 -1.540 -2.288 1.421  -0.432
H1 -2.064 -1.447 1.851  0.021
H2 -0.903 -1.723 -0.547  -0.026
O1 0.408 0.000 0.111  0.017
C3 0.046 -0.185 -1.168  0.031
O2 0.419 0.580 -2.046  0.036
O3 -0.653 -1.231 -1.366  0.001
In1 0.323 0.914 -3.812  0.928
C4 0.803 1.514 1.049  -0.002
C5 1.728 0.797 0.466  -0.001
O4 0.268 2.590 1.325  0.000
H3 2.434 1.110 -0.310  0.001
H4 -0.259 2.600 2.155  0.000

Output
Net charge: +4
Multiplicity: 2
ΔE to the lowest compared entry with this formula, charge and spin in eV: 0.6105
E_HOMO (alpha / beta) in Eh: -0.994 / -1.003
Largest force on an atom in eV/Å: 8.39

DFT (ωB97M-V/def2-TZVPD) results for a gas-phase ion, C5H4N (charge +1).

Each line ends with the Mulliken charge.
Atoms and positions in Å:
C1 -0.366 1.059 0.021  0.297
C2 1.828 -1.137 -0.848  -0.058
C3 0.334 1.952 0.762  -0.170
C4 -0.714 -1.379 -0.372  -0.191
C5 -0.910 -0.021 -0.079  -0.083
N1 0.708 -1.469 -0.746  -0.068
H1 0.012 2.605 1.607  0.303
H2 1.391 1.802 0.734  0.296
H3 -1.239 -2.138 0.354  0.360
H4 -1.045 -1.274 -1.433  0.315

Output
Net charge: +1
Multiplicity: 1
ΔE to the lowest compared entry with this formula, charge and spin in eV: 2.8767
E_HOMO in Eh: -0.575
Largest force on an atom in eV/Å: 4.41

DFT (ωB97M-V/def2-TZVPD) results for a gas-phase ion, C5H4N (charge +1).

Each line ends with the Mulliken charge.
Atoms and positions in Å:
C1 -0.863 -0.840 -0.019  0.589
C2 -2.109 -0.760 -0.253  -0.368
C3 2.532 -0.397 -0.456  -0.276
C4 1.470 -0.456 0.078  0.074
C5 -1.586 0.656 -0.207  -0.228
N1 0.217 -0.455 0.573  -0.225
H1 3.580 -0.278 -0.583  0.419
H2 -1.142 1.102 -1.065  0.293
H3 -2.004 1.212 0.594  0.365
H4 -0.095 0.217 1.338  0.358

Output
Net charge: +1
Multiplicity: 1
ΔE to the lowest compared entry with this formula, charge and spin in eV: 4.7834
E_HOMO in Eh: -0.551
Largest force on an atom in eV/Å: 4.39

DFT (ωB97M-V/def2-TZVPD) results for a single C5H4N2 molecule.

Each line ends with the Mulliken charge.
Atoms and positions in Å:
C1 -2.002 -1.228 1.387  0.113
C2 -0.998 -0.758 0.924  -0.459
C3 0.092 -0.187 0.244  -0.093
C4 0.972 -0.883 -0.614  -0.074
N1 1.544 -0.121 -1.522  -0.516
N2 0.921 1.353 -1.132  -0.155
C5 0.196 1.149 -0.044  -0.281
H1 -2.872 -1.648 1.826  0.432
H2 1.148 -1.964 -0.433  0.388
H3 1.168 2.364 -1.258  0.261
H4 -0.169 1.923 0.621  0.385

Output
Multiplicity: 1
ΔE to the lowest compared entry with this formula, charge and spin in eV: 3.5393
E_HOMO in Eh: -0.309
Largest force on an atom in eV/Å: 2.63

DFT (ωB97M-V/def2-TZVPD) results for a single C5H4N2 molecule.

Each line ends with the Mulliken charge.
Atoms and positions in Å:
C1 -2.945 0.042 -0.015  0.402
C2 -4.168 -0.302 -0.035  -0.908
C3 -0.897 -0.963 0.052  -0.340
C4 0.448 -0.783 -0.085  -0.311
C5 -0.593 1.233 0.011  -0.315
N1 -1.566 0.237 0.018  0.086
N2 0.656 0.617 0.022  -0.083
H1 -0.874 2.203 -0.207  0.410
H2 -1.373 -1.854 0.086  0.458
H3 1.314 -1.494 -0.185  0.354
H4 1.434 1.233 0.224  0.248

Output
Multiplicity: 1
ΔE to the lowest compared entry with this formula, charge and spin in eV: 5.3075
E_HOMO (alpha / beta) in Eh: -0.295 / -0.295
Largest force on an atom in eV/Å: 4.47

DFT (ωB97M-V/def2-TZVPD) results for a single C5H4N2 molecule.

Each line ends with the Mulliken charge.
Atoms and positions in Å:
C1 2.672 -0.442 -0.075  0.179
C2 1.519 -0.128 0.063  -0.521
C3 0.154 0.195 0.136  -0.251
C4 -0.831 -0.725 0.446  -0.104
N1 -1.996 -0.520 -0.106  -0.382
N2 -1.638 1.258 -0.840  -0.393
C5 -0.404 1.348 -0.479  0.007
H1 3.696 -0.707 -0.148  0.436
H2 -0.634 -1.501 1.183  0.387
H3 -2.752 -1.083 0.336  0.249
H4 0.220 2.264 -0.578  0.393

Output
Multiplicity: 1
ΔE to the lowest compared entry with this formula, charge and spin in eV: 4.7782
E_HOMO in Eh: -0.298
Largest force on an atom in eV/Å: 1.75